C45H51BBrN11S4W | ωB97M-V/def2-TZVPD

```
114
Properties=species:S:1:pos:R:3:forces:R:3:mulliken_charge:R:1
W -1.543 -1.356 -0.432 -0.06 -0.08 0.66 0.165
C -3.494 3.710 0.125 0.15 -0.05 0.04 -1.707
C -2.091 3.298 0.482 -0.26 0.23 -0.07 -0.094
C -1.197 4.131 1.100 0.02 0.09 0.04 -0.630
C 0.118 3.706 1.405 0.02 0.05 0.10 -0.064
N 0.514 2.479 1.126 -0.20 0.05 0.01 -0.284
N -0.371 1.670 0.542 0.33 -0.47 0.08 0.376
B 0.152 0.251 0.160 0.19 0.21 -0.07 0.054
N 1.082 -0.269 1.319 0.15 0.32 -0.40 0.304
N 2.340 0.175 1.288 -0.11 -0.20 0.17 0.092
C 3.158 -0.250 2.232 0.04 -0.01 -0.01 -0.065
C 2.680 -1.085 3.274 0.13 0.03 0.02 -0.584
C 1.392 -1.549 3.285 -0.04 -0.21 0.28 -0.086
C 0.847 -2.478 4.336 0.06 0.11 -0.11 -1.744
C 0.609 -1.120 2.199 -0.20 -0.16 0.20 1.069
S -1.008 -1.716 1.911 -0.13 0.58 -0.45 -0.272
C 4.621 0.145 2.145 -0.13 0.09 0.09 2.141
C 4.974 0.999 3.376 -0.01 -0.04 0.04 -1.398
C 4.900 0.935 0.865 0.01 -0.05 -0.07 -1.344
C 5.463 -1.142 2.152 0.07 0.02 -0.08 -1.691
N 1.121 0.360 -1.056 -0.39 0.38 0.08 0.727
N 1.497 1.554 -1.505 0.13 -0.33 0.03 -0.960
C 2.498 1.574 -2.367 0.04 0.12 -0.02 -0.133
C 3.149 0.373 -2.745 0.07 0.09 -0.06 -0.137
C 2.718 -0.852 -2.301 0.14 -0.29 -0.10 -0.774
C 3.346 -2.161 -2.691 -0.04 0.14 0.01 -1.879
C 1.614 -0.802 -1.440 0.06 -0.22 0.03 2.161
S 0.768 -2.213 -0.820 -0.32 0.30 -0.01 -0.602
C 2.898 2.916 -2.955 0.00 -0.11 -0.02 1.849
C 2.337 2.960 -4.389 -0.02 -0.03 -0.03 -1.760
C 4.430 3.034 -2.990 0.00 0.04 0.03 -1.621
C 2.313 4.067 -2.136 0.02 0.01 0.07 -1.728
C -1.598 2.011 0.220 -0.37 0.00 -0.22 1.228
S -2.606 0.791 -0.532 0.42 -0.28 0.20 -0.420
C 1.086 4.647 2.093 -0.08 -0.01 -0.10 2.135
C 0.506 4.988 3.479 0.03 -0.01 0.04 -1.827
C 1.207 5.933 1.254 0.05 -0.04 -0.01 -1.414
C 2.456 3.992 2.245 0.07 0.02 0.03 -1.533
H -3.659 4.757 0.370 0.03 -0.01 0.02 0.449
H -3.691 3.580 -0.940 0.06 -0.02 0.01 0.373
H -4.228 3.116 0.674 0.02 -0.01 0.00 0.375
H -1.503 5.133 1.374 0.03 -0.01 -0.05 0.499
H 3.361 -1.391 4.058 0.00 0.02 -0.02 0.525
H 1.614 -2.726 5.066 0.02 0.02 -0.02 0.444
H 0.011 -2.018 4.868 0.02 0.01 -0.04 0.368
H 0.490 -3.410 3.892 0.01 0.04 -0.01 0.393
H 4.383 1.915 3.417 0.00 0.00 -0.03 0.138
H 4.828 0.451 4.310 0.01 0.03 -0.03 0.379
H 6.026 1.281 3.327 -0.02 -0.02 0.00 0.493
H 4.252 1.808 0.761 0.04 -0.06 0.08 -0.129
H 5.935 1.277 0.880 -0.02 -0.03 -0.02 0.610
H 4.768 0.303 -0.020 0.00 0.06 0.05 0.187
H 5.354 -1.722 3.070 -0.03 0.05 -0.01 0.392
H 5.217 -1.787 1.304 0.01 0.02 0.03 0.321
H 6.516 -0.872 2.072 -0.01 -0.02 -0.01 0.474
H 4.003 0.423 -3.410 -0.05 0.02 0.00 0.452
H 4.240 -2.000 -3.290 -0.02 0.01 0.00 0.490
H 3.624 -2.741 -1.809 -0.01 0.04 -0.01 0.407
H 2.649 -2.766 -3.277 0.01 0.04 0.02 0.355
H 2.774 2.183 -5.022 -0.03 0.02 0.04 0.386
H 1.249 2.847 -4.391 0.04 0.01 0.00 0.333
H 2.573 3.924 -4.841 0.01 -0.03 0.01 0.487
H 4.898 2.322 -3.671 -0.03 0.03 0.02 0.455
H 4.698 4.028 -3.347 0.00 0.00 0.00 0.461
H 4.867 2.909 -1.996 -0.02 0.00 -0.02 0.259
H 1.224 4.020 -2.076 0.04 0.00 -0.04 0.269
H 2.714 4.068 -1.119 -0.02 -0.02 -0.05 0.225
H 2.587 5.010 -2.609 0.00 -0.01 0.02 0.553
H -0.433 5.543 3.416 0.05 -0.04 -0.03 0.390
H 0.338 4.087 4.075 0.03 0.04 -0.02 0.362
H 1.217 5.617 4.014 -0.02 -0.01 0.00 0.486
H 0.260 6.468 1.160 0.03 -0.04 0.02 0.401
H 1.907 6.608 1.748 -0.01 -0.01 -0.02 0.510
H 1.588 5.726 0.251 -0.01 0.00 0.06 0.123
H 2.417 3.136 2.921 -0.03 0.02 -0.01 0.286
H 2.848 3.645 1.286 -0.03 0.05 0.01 -0.080
H 3.153 4.722 2.656 -0.01 -0.03 0.02 0.544
C -6.771 -2.387 -2.872 0.14 0.03 -0.02 -1.481
C -5.340 -1.942 -3.034 -0.26 -0.07 0.02 0.283
C -4.802 -1.605 -4.273 0.00 0.02 -0.16 -0.494
C -3.477 -1.198 -4.385 -0.18 -0.02 -0.12 -0.940
C -2.756 -1.157 -3.227 0.04 0.00 0.06 0.686
Br -0.948 -0.625 -3.148 0.06 0.00 -0.07 0.067
N -3.214 -1.474 -2.018 -0.01 -0.08 0.20 0.087
C -4.505 -1.857 -1.931 0.12 0.13 0.05 -0.157
H -7.356 -2.159 -3.759 0.02 0.02 -0.01 0.435
H -7.244 -1.898 -2.020 0.02 0.00 0.00 0.398
H -6.821 -3.466 -2.713 0.02 0.02 -0.01 0.312
H -5.422 -1.646 -5.161 0.01 0.00 0.02 0.490
H -3.038 -0.919 -5.333 -0.01 -0.01 0.00 0.572
H -4.890 -2.074 -0.947 0.02 -0.02 0.01 0.420
S -5.536 -7.527 1.718 -0.14 -0.20 0.09 0.282
N -5.682 -5.995 2.180 0.15 -0.12 -0.16 -0.610
C -4.774 -5.319 1.488 -0.08 0.47 0.18 0.605
C -4.552 -3.885 1.568 -0.21 -0.35 0.12 0.439
C -5.314 -3.038 2.379 -0.09 -0.10 0.05 -0.554
C -5.034 -1.691 2.383 -0.05 0.10 0.06 -1.353
C -4.010 -1.206 1.587 0.06 -0.12 -0.12 -0.357
N -3.284 -1.998 0.780 0.05 -0.36 0.07 1.175
C -3.537 -3.342 0.788 0.24 0.26 -0.20 -0.207
C -2.735 -4.171 -0.091 0.16 0.41 -0.02 -0.513
N -1.755 -3.544 -0.810 0.06 -0.37 -0.41 0.313
C -1.115 -4.267 -1.745 -0.24 0.07 0.19 -0.129
C -1.342 -5.623 -1.945 0.09 0.00 -0.08 -1.326
C -2.259 -6.273 -1.159 -0.07 -0.14 0.03 -0.541
C -2.986 -5.530 -0.221 -0.22 -0.33 0.12 0.636
C -4.019 -6.115 0.616 0.36 -0.01 -0.35 0.584
N -4.350 -7.400 0.643 -0.11 0.20 0.14 -0.625
H -6.106 -3.459 2.991 0.05 0.02 -0.03 0.633
H -5.589 -1.000 3.004 0.01 -0.03 -0.02 0.526
H -3.762 -0.158 1.589 0.03 0.05 -0.02 0.488
H -0.394 -3.749 -2.354 0.04 0.03 -0.03 0.715
H -0.783 -6.143 -2.712 -0.02 0.01 0.02 0.517
H -2.454 -7.335 -1.263 0.02 0.05 0.01 0.627
```
Positions in Å, forces in eV/Å.

The net charge is +4. For the total energy, the calculation gives -6605.27547 a.u.